<a>
The following is a DFT calculation (ωB97M-V/def2-TZVPD) of 2 unconnected molecules or ions with the total composition CH3N3O.

Output
Kohn-Sham gap in eV: 11.39
LUMO level in eV: 1.08
Spin multiplicity: 1
Structure (SMILES): N#[N+][O-].C=N

Structure (XYZ):
```
8
Properties=species:S:1:pos:R:3:mulliken_charge:R:1
H -1.04 1.09 -0.86 0.2461
H -0.60 0.01 1.61 0.3135
C -1.10 0.27 0.73 -0.2668
N 2.67 -1.01 -0.12 -0.3936
N 1.77 -0.74 -0.66 0.9023
H -2.05 -0.29 0.57 0.2081
O 0.87 -0.41 -1.25 -0.5060
N -0.52 1.08 -0.01 -0.5036
```

<b>
The following is a DFT calculation (ωB97M-V/def2-TZVPD) of a single CH3N3O molecule.

Output
Kohn-Sham gap (spin up / spin down) in eV: 8.78 / 8.78
LUMO level (spin up / spin down) in eV: -0.74 / -0.74
Spin multiplicity: 1

Structure (XYZ):
```
8
Properties=species:S:1:pos:R:3:mulliken_charge:R:1
N 1.30 -1.20 -0.23 -0.4861
N 0.16 0.63 -0.70 -0.7256
H 0.99 -2.12 0.13 0.2701
H -0.65 -1.16 -0.36 0.2580
C -0.63 1.38 0.23 0.2569
O -1.41 0.88 1.03 -0.5262
N 0.22 -0.66 -0.53 0.6580
H 0.02 2.25 0.42 0.2948
```

Which one is most stable, and which one is least stable? <a> is the most stable of them, while <b> is the least stable.

<a>
The following is a DFT calculation (ωB97M-V/def2-TZVPD) of a molecular structure, H3NO3P2.

Output
Kohn-Sham gap in eV: 6.23
Total charge: -2
LUMO level in eV: 7.62
Spin multiplicity: 1

Structure (XYZ):
```
9
Properties=species:S:1:pos:R:3:mulliken_charge:R:1
H -1.99 -1.56 -0.01 -0.3603
P 0.89 1.35 -0.06 0.8562
O 1.46 1.75 1.24 -0.7829
H -2.76 -1.62 0.19 0.2790
P 0.11 -0.92 -0.46 0.0053
O 1.09 2.20 -1.30 -0.8082
O 1.62 -0.21 -0.35 -0.4464
H 0.20 -1.56 0.87 -0.0978
N -0.62 0.56 -0.12 -0.6447
```

<b>
The following is a DFT calculation (ωB97M-V/def2-TZVPD) of 2 unconnected molecules or ions with the total composition H3NO3P2.

Output
Kohn-Sham gap in eV: 6.60
Total charge: -2
LUMO level in eV: 7.53
Spin multiplicity: 1

Structure (XYZ):
```
9
Properties=species:S:1:pos:R:3:mulliken_charge:R:1
H -2.72 -0.06 -0.39 0.2495
P 1.36 0.12 0.05 0.8134
O 1.97 0.13 -1.37 -0.8322
P -1.07 -0.84 0.02 -0.5486
O 2.07 0.91 1.11 -0.7830
H -0.54 1.07 -1.11 0.2767
N -0.22 0.60 -0.17 -0.4315
O 0.72 -1.29 0.60 -0.6762
H -1.57 -0.64 1.26 -0.0680
```

Which one is most stable, and which one is least stable? <b> is the most stable of them, while <a> is the least stable.

<a>
The following is a DFT calculation (ωB97M-V/def2-TZVPD) of a gas-phase ion, C11H15N2 (charge +1).

Output
Kohn-Sham gap in eV: 6.64
Total charge: +1
LUMO level in eV: -5.05
Spin multiplicity: 1
Structure (SMILES): C=C(C)/C=C1\C=CC(/C=C(/C)N)=[NH+]1

Structure (XYZ):
```
28
Properties=species:S:1:pos:R:3:mulliken_charge:R:1
C 1.54 -3.14 2.91 -1.3335
H 0.77 -2.68 3.70 0.2818
C -0.76 -0.63 -2.00 -1.2310
C -0.82 3.19 -1.23 0.7796
H -1.36 -0.76 -2.84 0.4198
H -0.07 4.30 0.33 0.2560
H -2.02 4.16 -2.65 0.3658
H 0.58 -5.12 1.22 0.4000
N 0.03 0.24 -0.13 -0.0564
H 1.82 -4.12 3.17 0.4302
C 0.64 -1.67 1.24 0.0361
C -0.95 1.85 -1.78 -0.7885
H -1.17 5.39 -1.87 0.3752
H -0.22 -2.64 -1.45 0.6209
H 0.77 -0.85 2.01 0.3156
H 2.48 -2.57 2.96 0.3435
H 0.23 0.90 0.54 0.1566
H -2.58 4.63 -1.17 0.3471
C 0.35 -1.19 0.01 0.1902
C 0.55 -4.15 0.89 -1.1929
C -0.27 -1.69 -1.24 -0.5624
H -1.51 1.83 -2.76 0.2104
C -1.67 4.37 -1.69 -1.3490
H -0.02 -3.99 0.00 0.1123
H 0.05 2.59 0.46 -0.0306
C 0.93 -3.06 1.57 0.8881
C -0.64 0.60 -1.29 1.2756
N -0.34 3.41 0.01 -0.2605
```

<b>
The following is a DFT calculation (ωB97M-V/def2-TZVPD) of a gas-phase ion, C11H15N2 (charge +1).

Output
Kohn-Sham gap in eV: 7.90
Total charge: +1
LUMO level in eV: -3.09
Spin multiplicity: 1
Structure (SMILES): CN1c2ccccc2[C@]2(C[NH3+])C[C@H]12

Structure (XYZ):
```
28
Properties=species:S:1:pos:R:3:mulliken_charge:R:1
C 0.80 -2.94 -0.38 -0.9026
C -1.20 0.16 0.48 1.0347
N -1.66 1.86 -1.06 -0.1365
H 4.02 0.97 -0.25 0.2828
C -2.26 1.10 0.05 -1.0363
C 0.20 0.63 0.34 0.1375
H 3.00 -1.20 -0.40 0.2695
H 0.32 -3.62 -1.23 0.2846
H 0.51 -3.51 0.53 0.2961
H 1.87 -2.86 -0.60 0.3082
H 2.59 2.98 0.66 0.5481
C 2.89 0.94 -0.07 -0.5603
H -1.93 -1.72 -0.90 0.3792
C -1.21 -1.24 -0.19 -0.1220
C -1.45 -1.29 1.26 -1.1097
H -0.68 2.01 -0.66 0.1993
H -0.79 -1.49 2.00 0.3190
C 0.80 1.85 0.64 -0.0936
H -3.23 0.56 -0.17 0.3721
H -1.71 1.12 -1.75 0.3821
H -2.49 1.88 0.83 0.3384
C 2.39 -0.35 -0.17 -0.7072
H 0.19 2.68 1.11 0.3574
C 1.00 -0.44 -0.13 0.5388
C 2.21 2.07 0.44 -1.0775
H -2.43 -1.31 1.59 0.3967
H -2.06 2.69 -1.51 0.3563
N 0.30 -1.55 -0.47 -0.0548
```

Which one is most stable, and which one is least stable? <a> is the most stable of them, while <b> is the least stable.

<a>
The following is a DFT calculation (ωB97M-V/def2-TZVPD) of a gas-phase ion, C4H2ClO2 (charge -1).

Output
Kohn-Sham gap in eV: 6.54
Total charge: -1
LUMO level in eV: 3.54
Spin multiplicity: 1
Structure (SMILES): C=C([O-])C(Cl)=C=O

Structure (XYZ):
```
9
Properties=species:S:1:pos:R:3:mulliken_charge:R:1
H -1.00 -1.45 1.57 0.2934
Cl -0.46 1.73 -2.04 -0.2244
C -0.51 -0.99 0.72 -0.9706
O 2.42 -0.20 -0.39 -0.4970
O -1.29 1.23 1.07 -0.7385
C -0.68 0.33 0.47 0.4730
C 1.36 0.26 -0.66 0.3478
C 0.17 0.73 -0.77 0.0270
H -0.01 -1.64 0.03 0.2892
```

<b>
The following is a DFT calculation (ωB97M-V/def2-TZVPD) of 2 unconnected molecules or ions with the total composition C4H2ClO2.

Output
Kohn-Sham gap in eV: 6.45
Total charge: -1
LUMO level in eV: 3.69
Spin multiplicity: 1

Structure (XYZ):
```
9
Properties=species:S:1:pos:R:3:mulliken_charge:R:1
O -0.77 -2.16 1.16 -0.4149
Cl 3.25 0.22 -0.47 -0.2882
H -1.43 -0.88 -1.75 0.1331
H -1.68 0.43 -0.40 0.2790
O 0.26 2.21 1.08 -0.6891
C -1.46 -0.58 -0.58 -0.7692
C 1.70 0.57 0.14 -0.3836
C -1.05 -1.42 0.28 0.7467
C 1.19 1.61 0.53 0.3861
```

<c>
The following is a DFT calculation (ωB97M-V/def2-TZVPD) of 2 unconnected molecules or ions with the total composition C4H2ClO2.

Output
Kohn-Sham gap in eV: 8.90
Total charge: -1
LUMO level in eV: 3.54
Spin multiplicity: 1

Structure (XYZ):
```
9
Properties=species:S:1:pos:R:3:mulliken_charge:R:1
C 0.78 -0.48 -0.05 0.0643
C -2.74 -0.03 0.20 -0.5411
H 0.65 -1.05 0.90 0.2857
O 1.21 1.86 -0.51 -0.6053
H -3.69 0.32 0.30 0.3819
Cl 1.06 -1.65 -1.22 -0.1417
O 2.70 0.52 0.47 -0.6473
C -1.60 -0.33 0.01 -0.3720
C 1.63 0.84 -0.09 0.5754
```

Which one is most stable, and which one is least stable? <a> is the most stable of them, while <c> is the least stable.

<a>
The following is a DFT calculation (ωB97M-V/def2-TZVPD) of 2 unconnected molecules or ions with the total composition C6H15N4O.

Output
Kohn-Sham gap in eV: 8.42
Total charge: +1
LUMO level in eV: -2.44
Spin multiplicity: 1

Structure (XYZ):
```
26
Properties=species:S:1:pos:R:3:mulliken_charge:R:1
H -0.18 -1.29 1.58 0.4046
N 1.41 0.23 -1.73 -0.1168
C 0.99 -0.66 -0.78 0.1520
H -3.79 1.63 1.87 0.1962
C -0.45 -0.30 1.75 -0.5839
H 1.51 0.48 -3.75 0.3040
H 0.98 -3.05 -0.34 0.3347
H 2.26 0.87 -1.75 0.3139
H 2.77 -3.18 -0.54 0.2862
C -0.72 1.55 0.57 -0.7589
N -3.02 2.04 1.38 -0.4270
H 0.08 -1.25 -1.03 0.2804
H -0.03 0.03 2.77 0.2826
H -3.29 2.90 0.87 0.2300
C -1.90 1.28 1.16 0.4130
H -0.24 0.05 -3.05 0.3210
C 1.96 -2.69 0.00 -0.6333
C 0.74 0.55 -2.98 -0.8518
H 0.34 1.53 -3.07 0.3200
O 1.96 -1.27 -0.04 -0.3759
H -0.46 2.50 0.12 0.4367
N -1.82 0.02 1.74 -0.2602
H 1.01 0.79 1.07 0.2877
H 2.14 -2.96 1.05 0.2543
H -2.42 -0.26 2.44 0.2106
N 0.16 0.47 0.70 -0.0200
```

<b>
The following is a DFT calculation (ωB97M-V/def2-TZVPD) of a gas-phase ion, C6H15N4O (charge +1).

Output
Kohn-Sham gap (spin up / spin down) in eV: 8.21 / 8.21
Total charge: +1
LUMO level (spin up / spin down) in eV: -5.36 / -5.36
Spin multiplicity: 1
Structure (SMILES): CC[C@H](NC)N(C)C(=O)N=[NH2+]

Structure (XYZ):
```
26
Properties=species:S:1:pos:R:3:mulliken_charge:R:1
H -0.79 2.56 -2.06 0.3236
N -2.52 1.40 1.12 -0.5081
H 1.45 -0.14 -1.18 0.4856
H 0.66 2.21 -0.11 0.3009
H 2.61 0.78 0.95 0.4295
C -1.51 -0.36 0.09 0.5345
H -1.22 -2.61 -1.04 0.3685
C 0.78 0.15 -0.30 0.0002
N 0.16 1.44 -0.49 -0.3394
O -2.59 -0.90 0.06 -0.6004
N -1.41 0.84 0.86 0.3854
H 0.30 -1.93 -1.93 0.3259
H 0.55 -2.69 -0.34 0.2509
C 2.03 -1.23 1.51 -1.3623
C 1.65 0.25 1.02 -0.6622
C -0.36 1.58 -1.83 -0.9573
H -3.33 1.06 0.46 0.3023
H -2.68 2.07 1.84 0.2604
N -0.35 -0.82 -0.22 0.1784
H 2.77 -1.04 2.28 0.4318
H 1.31 -1.70 2.16 0.3553
H 2.43 -1.88 0.78 0.3653
H 0.38 1.58 -2.54 0.4315
H -1.05 0.81 -1.92 0.3334
C -0.22 -2.10 -0.96 -0.9289
H 0.97 0.68 1.79 0.2954
```

Which one is most stable, and which one is least stable? <a> is the most stable of them, while <b> is the least stable.

<a>
The following is a DFT calculation (ωB97M-V/def2-TZVPD) of a molecular structure, C3H7O2P.

Output
Kohn-Sham gap (spin up / spin down) in eV: 6.46 / 6.51
LUMO level (spin up / spin down) in eV: -0.91 / -0.89
Spin multiplicity: 1

Structure (XYZ):
```
13
Properties=species:S:1:pos:R:3:mulliken_charge:R:1
H -1.25 0.42 -1.97 0.1463
C -0.66 0.43 -0.95 -0.9874
H -1.00 0.53 1.31 0.2226
O -0.73 -0.90 -0.38 -0.4301
H -3.13 -0.53 -0.18 0.2818
H 2.53 0.80 1.44 0.2645
P 1.50 -0.74 0.01 0.2793
C 2.01 0.78 0.42 -0.5123
O -2.77 0.11 0.42 -0.4939
H 1.14 1.48 0.33 0.3069
H 2.48 -1.73 0.57 0.0895
H 1.21 -0.83 -1.29 0.0809
C -1.33 0.17 0.28 0.7521
```

<b>
The following is a DFT calculation (ωB97M-V/def2-TZVPD) of 2 unconnected molecules or ions with the total composition C3H7O2P.

Output
Kohn-Sham gap (spin up / spin down) in eV: 7.82 / 7.77
LUMO level (spin up / spin down) in eV: -0.61 / -0.36
Spin multiplicity: 1

Structure (XYZ):
```
13
Properties=species:S:1:pos:R:3:mulliken_charge:R:1
H -2.01 -2.05 -1.60 0.2662
H 2.80 2.37 0.49 0.2729
O 1.49 0.16 -1.45 -0.4417
H -0.46 -1.19 0.45 -0.0587
C -2.48 -1.50 -0.78 -0.8071
O 1.25 0.98 0.68 -0.2539
P -1.63 -1.91 0.81 0.0767
H -2.40 -0.43 -0.98 0.2702
H 2.72 1.44 2.02 0.2172
C 2.62 1.39 0.94 -0.6033
H -3.53 -1.78 -0.73 0.3005
C 0.92 0.45 -0.44 0.4505
H 3.31 0.66 0.52 0.3105
```

Which one is most stable, and which one is least stable? <b> is the most stable of them, while <a> is the least stable.